DFT (ωB97M-V with the def2-TZVPD basis set) results for an isolated molecule of C3H7NO2.

Each atom is followed by the atoms it is bonded to, with distances in Å.
Geometry (Å):
1 C -2.04142 -0.04074 -0.45805  N2 1.446, H7 1.097, H8 1.096, H9 1.089
2 N -1.17017 -0.07146 0.69554  C1 1.446, C3 1.359, H10 1.007
3 C 0.18710 -0.02950 0.74259  N2 1.359, O4 1.216, O5 1.351
4 O 0.81812 -0.06607 1.78132  C3 1.216
5 O 0.76250 0.05472 -0.47663  C3 1.351, C6 1.429
6 C 2.18970 0.08969 -0.40879  O5 1.429, H11 1.094, H12 1.091, H13 1.094
7 H -2.66700 0.86035 -0.46074  C1 1.097
8 H -2.69816 -0.91850 -0.46765  C1 1.096
9 H -1.43940 -0.04931 -1.36598  C1 1.089
10 H -1.57571 -0.12459 1.61617  N2 1.007
11 H 2.52020 0.94128 0.19255  C6 1.094
12 H 2.54077 0.18138 -1.43782  C6 1.091
13 H 2.57348 -0.82724 0.04749  C6 1.094

SMILES ... CNC(=O)OC

Taken from the Mulliken analysis, the atomic charges in e are: C -0.682; N -0.185; C 0.684; O -0.624; O -0.351; C -0.610; H 0.254; H 0.263; H 0.274; H 0.209; H 0.277; H 0.216; H 0.275

---

DFT (ωB97M-V with the def2-TZVPD basis set) results for a cluster of 2 separate species, C3H7NO2 in total.

Each atom is followed by the atoms it is bonded to, with distances in Å.
Geometry (Å):
1 C 0.79250 1.76569 0.85376  C2 1.501, H4 1.092, H5 1.093, H6 1.096
2 C 1.40999 0.47698 0.39568  C1 1.501, O3 1.213, H7 1.108
3 O 1.38456 -0.55470 1.03359  C2 1.213
4 H 0.17658 1.58780 1.73816  C1 1.092
5 H 0.18598 2.18002 0.04454  C1 1.093
6 H 1.58570 2.48239 1.09664  C1 1.096
7 H 1.92452 0.51337 -0.58504  C2 1.108
8 N -1.94310 -1.72867 -1.28147  C9 1.352, H11 1.006, H12 1.008
9 C -0.97907 -0.89307 -0.83503  N8 1.352, O10 1.219, H13 1.102
10 O -0.77346 0.22736 -1.26923  C9 1.219
11 H -2.01961 -2.66184 -0.91266  N8 1.006
12 H -2.53436 -1.44739 -2.04834  N8 1.008
13 H -0.37678 -1.32404 -0.01935  C9 1.102

SMILES ... CC=O.NC=O

Taken from the Mulliken analysis, the atomic charges in e are: C -0.868; C 0.194; O -0.531; H 0.249; H 0.278; H 0.332; H 0.340; N -0.342; C 0.244; O -0.575; H 0.209; H 0.240; H 0.230

---

no.,electronic energy (eV),Kohn-Sham gap (eV),HOMO energy (eV)
1,-8809.950,10.592,-9.7
2,-8809.513,10.597,-9.6